19
Properties=species:S:1:pos:R:3:nbo_charge:R:1 method="wB97M-V/def2-TZVPD" homo_lumo_gap_ev=6.60 total_charge=-2 total_energy_ev=-39899.89600 lumo_energy_ev=5.14 homo_ev=-1.5
Au -0.605 1.553 -0.525 0.61
S 1.153 -0.049 -0.458 -0.43
C 0.510 -1.546 0.211 -0.13
C -0.852 -1.751 0.480 -0.26
C -1.305 -2.958 0.988 -0.21
C -0.431 -4.009 1.248 -0.29
C 0.922 -3.816 0.988 -0.23
C 1.381 -2.610 0.484 -0.27
H -1.540 -0.932 0.302 0.25
H -2.366 -3.069 1.187 0.19
H -0.788 -4.950 1.648 0.18
H 1.633 -4.613 1.186 0.18
H 2.440 -2.473 0.290 0.20
Cl -3.019 1.624 -0.001 -0.83
N 0.133 8.109 -1.730 -0.59
C 0.601 7.042 -1.767 0.46
N 1.249 5.903 -1.865 -0.74
C 0.645 4.794 -1.488 0.50
N 0.240 3.751 -1.178 -0.60



177
Properties=species:S:1:pos:R:3:lowdin_charge:R:1 method="wB97M-V/def2-TZVPD" homo_lumo_gap_ev=7.41 total_charge=0 total_energy_ev=-1143685.52783 lumo_energy_ev=-0.82 homo_ev=-8.2
C 0.223 2.953 7.467 0.02
C 0.187 3.381 6.022 -0.08
C 0.413 2.218 4.840 -0.25
F 0.650 0.958 5.575 0.00
O 1.312 2.564 3.780 -0.04
C 2.639 3.027 4.086 -0.32
C 3.362 2.496 5.451 -0.10
C 3.541 3.244 6.726 -0.01
C 2.606 4.698 3.999 -0.11
C 4.077 5.403 4.123 -0.19
C 3.812 7.047 3.969 -0.18
C 5.202 7.925 3.944 -0.20
N 6.227 7.352 2.975 -0.20
C 7.574 6.981 3.593 -0.03
C 8.387 6.357 2.298 -0.08
C 7.399 6.448 0.977 -0.07
C 5.994 7.126 1.481 -0.04
C 3.590 2.376 2.860 -0.59
S 5.410 2.298 3.302 0.80
C 3.449 3.246 1.445 -0.15
C 4.194 2.548 0.164 -0.19
C 4.592 3.683 -0.981 -0.20
C 3.573 3.710 -2.266 -0.28
C 2.006 3.371 -1.910 -0.13
O 2.956 1.080 2.574 -0.24
C 3.908 -0.012 2.381 -0.16
C -1.105 2.133 4.136 -0.07
F -2.106 2.650 5.147 0.00
F -1.179 3.146 3.017 0.02
C -1.611 0.654 3.727 -0.08
F -2.979 0.844 3.104 -0.03
F -1.902 -0.266 4.891 0.02
C -0.739 -0.198 2.660 -0.08
F 0.600 -0.658 3.137 0.05
F -1.510 -1.480 2.427 -0.07
C -0.521 0.450 1.179 -0.15
F -1.752 0.827 0.448 -0.02
F 0.119 -0.638 0.347 -0.01
F 0.409 1.597 1.103 0.05
H 1.119 3.311 8.142 0.07
H -0.606 2.223 7.905 0.09
H -0.035 4.509 5.767 0.03
H 3.739 1.363 5.459 0.13
H 3.324 4.391 6.843 0.06
H 3.881 2.649 7.703 0.09
H 1.957 5.174 4.881 0.03
H 2.060 5.077 3.008 0.14
H 4.846 5.127 3.289 0.07
H 4.615 5.275 5.153 0.11
H 3.212 7.394 4.921 0.05
H 3.208 7.289 2.997 0.11
H 4.960 9.070 3.717 0.13
H 5.697 7.887 5.017 0.12
H 7.937 7.105 4.702 0.11
H 9.477 5.920 2.381 0.03
H 7.643 6.079 -0.116 0.08
H 5.026 7.386 0.875 0.11
H 6.141 3.143 2.444 -0.08
H 3.847 4.341 1.526 0.10
H 2.292 3.326 1.214 0.12
H 5.223 2.011 0.433 0.08
H 3.510 1.679 -0.281 0.10
H 5.665 3.420 -1.397 0.03
H 4.628 4.762 -0.493 0.11
H 3.584 4.811 -2.713 0.04
H 4.000 2.989 -3.100 0.07
H 1.616 3.950 -0.944 0.09
H 1.916 2.205 -1.735 0.07
H 1.263 3.633 -2.787 0.08
H 3.264 -0.948 2.010 0.11
H 4.421 -0.403 3.386 0.10
H 4.697 0.160 1.512 0.09
C 8.259 1.444 -2.008 -1.93
Cl 9.672 1.654 -3.073 0.48
Cl 8.286 2.687 -0.732 0.53
Cl 6.764 1.607 -2.965 0.51
Cl 8.313 -0.174 -1.263 0.50
C -2.830 -2.784 -0.522 -1.93
Cl -2.045 -2.317 -2.052 0.54
Cl -1.677 -3.697 0.483 0.52
Cl -3.348 -1.319 0.351 0.58
Cl -4.250 -3.801 -0.870 0.46
C -2.824 -7.113 -3.458 -1.96
Cl -4.592 -7.283 -3.595 0.47
Cl -2.432 -6.096 -2.049 0.49
Cl -2.087 -8.722 -3.253 0.46
Cl -2.185 -6.351 -4.937 0.53
C 3.113 6.223 -5.568 -1.97
Cl 1.345 6.052 -5.704 0.51
Cl 3.505 7.240 -4.158 0.52
Cl 3.851 4.614 -5.363 0.47
Cl 3.752 6.985 -7.046 0.52
C 7.687 4.581 -6.039 -1.96
Cl 6.790 5.999 -5.439 0.50
Cl 6.565 3.478 -6.875 0.49
Cl 8.951 5.115 -7.175 0.53
Cl 8.442 3.732 -4.666 0.47
C 1.971 2.043 -8.301 -2.00
Cl 2.013 0.300 -7.935 0.51
Cl 1.608 2.279 -10.029 0.52
Cl 0.708 2.826 -7.317 0.50
Cl 3.553 2.768 -7.921 0.46
C -8.415 -6.119 -3.027 -1.98
Cl -6.960 -5.829 -2.041 0.49
Cl -9.145 -7.678 -2.565 0.51
Cl -9.590 -4.809 -2.751 0.52
Cl -7.966 -6.162 -4.751 0.48
C -5.559 -11.169 -3.120 -1.98
Cl -4.104 -10.879 -2.134 0.47
Cl -6.289 -12.727 -2.658 0.50
Cl -6.734 -9.858 -2.845 0.48
Cl -5.110 -11.211 -4.844 0.51
C -10.287 -6.117 -8.062 -1.98
Cl -9.997 -4.555 -8.867 0.48
Cl -10.663 -5.839 -6.343 0.49
Cl -11.659 -6.942 -8.844 0.53
Cl -8.830 -7.133 -8.194 0.48
C -0.546 7.493 6.665 -1.96
Cl -0.256 9.056 5.859 0.51
Cl -0.922 7.772 8.384 0.51
Cl -1.918 6.668 5.883 0.55
Cl 0.911 6.477 6.532 0.58
C 12.366 3.641 -0.232 -2.00
Cl 12.408 1.898 0.134 0.51
Cl 12.004 3.876 -1.960 0.50
Cl 11.103 4.424 0.752 0.50
Cl 13.949 4.366 0.148 0.52
C 4.435 -1.987 -2.637 -1.99
Cl 4.477 -3.730 -2.271 0.52
Cl 4.072 -1.751 -4.365 0.51
Cl 3.172 -1.204 -1.653 0.52
Cl 6.017 -1.262 -2.257 0.44
C -3.370 -7.574 1.980 -1.99
Cl -1.669 -7.939 2.364 0.52
Cl -3.998 -8.797 0.847 0.50
Cl -4.336 -7.599 3.477 0.52
Cl -3.476 -5.961 1.231 0.45
C -9.475 -0.879 -6.699 -2.00
Cl -7.869 -0.109 -6.636 0.52
Cl -9.867 -1.297 -8.386 0.49
Cl -9.463 -2.360 -5.708 0.49
Cl -10.700 0.249 -6.067 0.52
C -6.090 -0.791 4.024 -1.99
Cl -7.649 -1.648 4.119 0.48
Cl -5.183 -1.039 5.538 0.53
Cl -5.144 -1.426 2.654 0.50
Cl -6.383 0.951 3.786 0.53
C -3.866 -15.968 -3.682 -2.00
Cl -3.309 -17.018 -5.009 0.51
Cl -4.189 -14.333 -4.315 0.47
Cl -5.360 -16.639 -2.981 0.51
Cl -2.607 -15.880 -2.425 0.51
C -9.628 -5.126 5.385 -1.99
Cl -10.074 -3.462 5.837 0.47
Cl -9.945 -6.220 6.755 0.52
Cl -10.595 -5.639 3.979 0.50
Cl -7.896 -5.184 4.968 0.50
C 1.018 -11.675 -2.211 -2.00
Cl 2.431 -11.464 -3.276 0.52
Cl 1.045 -10.432 -0.935 0.51
Cl -0.476 -11.511 -3.167 0.48
Cl 1.072 -13.292 -1.465 0.51
C -12.781 -2.186 3.032 -2.00
Cl -13.227 -0.521 3.485 0.52
Cl -13.098 -3.279 4.402 0.49
Cl -13.748 -2.698 1.626 0.51
Cl -11.049 -2.244 2.615 0.49
C 2.940 10.757 7.885 -2.00
Cl 3.498 9.707 6.558 0.52
Cl 2.617 12.392 7.253 0.52
Cl 1.446 10.086 8.586 0.48
Cl 4.199 10.845 9.142 0.52
C -8.343 -6.263 -12.588 -1.99
Cl -9.806 -5.895 -13.536 0.51
Cl -7.477 -7.628 -13.338 0.51
Cl -7.280 -4.833 -12.555 0.51
Cl -8.807 -6.697 -10.924 0.45